# 1
{"formula": "C24H48FNO13P3", "method": "wB97M-V/def2-TZVPD", "species": ["P", "P", "P", "F", "O", "O", "O", "O", "O", "O", "O", "O", "O", "O", "O", "O", "O", "N", "C", "C", "C", "C", "C", "C", "C", "C", "C", "C", "C", "C", "C", "C", "C", "C", "C", "C", "C", "C", "C", "C", "C", "C", "H", "H", "H", "H", "H", "H", "H", "H", "H", "H", "H", "H", "H", "H", "H", "H", "H", "H", "H", "H", "H", "H", "H", "H", "H", "H", "H", "H", "H", "H", "H", "H", "H", "H", "H", "H", "H", "H", "H", "H", "H", "H", "H", "H", "H", "H", "H", "H"], "positions_angstrom": [[4.88672, 7.10406, -0.90887], [-6.39399, -2.93643, -0.99901], [1.15818, -5.12587, 3.41296], [-0.87820, -0.23548, -2.42532], [1.68747, -6.43701, 4.40977], [6.04754, 7.17341, 0.26155], [2.21465, -5.60231, 2.23863], [4.70433, 8.82306, -0.84120], [5.06901, 5.38502, -0.97644], [1.88732, -4.13956, 4.32800], [0.62898, -3.81465, 2.41622], [-6.12442, -2.04958, 0.21860], [3.18841, 1.35675, -1.27028], [-6.39000, -4.33704, 0.01642], [3.53278, 6.93046, -0.21717], [-8.02897, -3.06318, -1.18052], [-6.39799, -1.53572, -2.01434], [2.36731, 1.30792, -0.20736], [-4.64574, 0.86081, -0.21619], [1.91963, -0.31649, 1.85422], [1.21586, 2.27236, -0.29132], [1.05334, -7.66825, 4.13511], [3.27984, -1.04571, -0.27127], [7.23459, 7.89832, 0.02016], [1.71943, -5.99010, 0.97481], [1.85666, 3.68064, -0.93148], [-5.97277, -5.56114, -0.54611], [-4.77774, 0.59441, 1.41237], [1.98692, -0.08788, 0.19816], [-6.36873, -1.82042, -3.39694], [0.68416, -0.73839, -0.52818], [-3.22035, 0.75704, -1.03082], [5.31298, 9.59354, -1.85354], [6.12972, 4.94522, -1.79802], [-0.59653, -3.95564, 1.73272], [0.60249, 2.73779, 1.18350], [0.02374, 1.83152, -1.32497], [-1.83878, 0.34786, -0.18317], [-0.45514, 0.28863, -1.07147], [-8.57373, -4.22079, -1.77720], [-3.43254, 0.16181, 2.24984], [-1.98675, 0.04016, 1.41777], [3.29408, -1.24659, -1.42847], [1.34252, -8.39242, 4.90062], [2.00990, 3.55634, -2.10587], [1.07662, -1.36306, -1.46665], [-5.46474, -5.40577, -1.50048], [4.59954, 10.34393, -2.20043], [-1.17622, -4.79299, 2.12751], [0.42303, 1.92233, -2.44573], [1.02924, 0.24732, 2.35961], [7.44634, 7.97704, -1.04875], [0.68638, -6.33985, 1.03873], [-5.28889, -6.05209, 0.14936], [-6.83591, -6.20742, -0.68880], [1.36518, -8.04426, 3.15760], [2.90493, 3.87792, -0.41095], [6.07551, 3.85790, -1.89208], [1.31589, 2.40607, 2.08085], [2.98002, -0.05510, 2.27308], [-5.62153, 1.16142, -0.79330], [2.33781, -6.80008, 0.58110], [-0.03254, -7.54323, 4.15552], [0.59674, 3.93045, 1.22962], [-0.40513, -4.10693, 0.67276], [6.17895, 10.10963, -1.44513], [-1.17115, -3.03434, 1.84863], [-0.91462, 2.52922, -1.16702], [0.21862, -1.55605, 0.20260], [-5.53858, -2.49485, -3.62315], [7.14159, 8.89606, 0.45438], [-9.44810, -3.94078, -2.36927], [6.04457, 5.39312, -2.79166], [-5.78897, 0.70270, 1.99529], [5.61739, 8.96987, -2.69700], [-0.51104, 2.40882, 1.33557], [-1.06036, -0.28610, 2.05322], [4.29676, -0.62585, 0.15424], [1.75649, -1.47914, 2.06550], [1.10390, 4.59490, -0.79209], [-7.85130, -4.71185, -2.43338], [-8.89411, -4.91217, -0.99487], [1.78253, -5.14317, 0.28821], [3.08296, -2.11000, 0.23325], [-6.22819, -0.88644, -3.94647], [-3.42838, -0.05106, 3.41145], [7.09019, 5.21352, -1.35120], [-7.31197, -2.27532, -3.70924], [8.07047, 7.38804, 0.50430], [-3.20606, 0.96115, -2.19061]], "forces_ev_per_a": [[-4.989, -1.014, 9.351], [-4.328, 5.798, 7.800], [9.161, 5.058, 1.889], [0.681, 0.861, 2.401], [-3.135, 0.093, -0.926], [0.512, -0.493, -1.220], [-0.973, -0.989, 0.271], [1.171, -1.429, -2.578], [0.639, 1.800, -2.681], [-1.745, -0.977, -0.326], [-1.843, -2.379, 0.742], [0.764, -1.121, -1.521], [-1.657, 0.061, 2.365], [1.390, -0.067, -2.828], [0.918, 0.131, -1.795], [0.665, -0.157, -1.234], [1.662, -2.613, -0.954], [-0.878, -0.658, -2.445], [3.183, -0.677, 1.812], [0.001, -0.632, -0.705], [-0.639, 3.461, -0.352], [-0.036, -0.735, 0.018], [-0.702, -0.923, 0.745], [0.302, 0.371, 0.214], [0.063, 0.093, -0.526], [-0.053, -0.233, -0.464], [0.201, -0.827, 0.121], [4.435, -0.579, -1.419], [1.676, -2.705, 0.920], [-0.098, 0.164, -0.709], [-0.163, -0.641, -0.556], [-0.860, -0.649, 4.536], [0.103, 0.801, -0.380], [0.521, -0.557, -0.236], [-0.724, 0.408, -0.531], [0.482, 0.620, 0.376], [0.400, -0.723, -0.161], [-3.829, -0.196, 1.492], [-1.053, 0.246, 0.145], [-0.369, -0.374, 0.078], [0.058, 1.040, -4.692], [-2.837, 0.841, -1.825], [0.153, 0.788, 2.334], [-0.024, 0.136, -0.092], [-0.125, 0.192, 2.634], [-0.994, 1.609, 1.888], [0.080, -0.373, 0.032], [0.042, -0.070, -0.081], [-0.272, 0.141, -0.216], [-0.852, -0.287, 2.517], [1.963, -0.859, -0.901], [0.220, 0.117, 0.061], [0.010, -0.051, -0.250], [0.043, 0.012, -0.099], [-0.017, -0.209, -0.175], [-0.051, -0.146, -0.058], [-2.406, -0.165, -1.167], [-0.055, 0.155, 0.037], [-1.744, 0.556, -2.046], [-2.213, -0.188, -0.545], [2.194, -0.750, 1.221], [-0.037, 0.057, 0.134], [-0.020, -0.356, 0.069], [0.048, -2.676, -0.239], [-0.163, -0.121, -0.196], [0.215, 0.090, -0.140], [-0.098, -0.085, 0.013], [2.064, -1.359, -0.378], [0.858, 1.971, -1.514], [-0.010, 0.143, -0.335], [0.088, 0.064, -0.128], [0.130, 0.061, 0.046], [0.190, -0.276, -0.119], [2.171, -0.282, -1.515], [0.072, 0.339, -0.166], [2.279, 0.309, -0.175], [-1.859, 0.735, -1.483], [-2.151, -0.808, -1.092], [0.326, 2.508, -0.592], [1.731, -2.111, -0.065], [-0.185, -0.166, -0.066], [0.047, -0.129, -0.096], [-0.147, -0.043, -0.079], [0.458, 2.258, -0.970], [-0.006, -0.117, 0.110], [-0.094, 0.505, -2.758], [0.140, -0.033, -0.063], [-0.035, -0.036, -0.158], [-0.135, -0.036, -0.060], [0.090, -0.509, 2.711]], "fmax_ev_per_a": 10.65, "s2": 0.755, "homo_energy_ev": [-8.05, -8.04], "lumo_ev": [-2.959, -2.959], "gap_ev": [5.09, 5.09], "multiplicity": 2, "charge": 0}

---

# 2
{"formula": "C9H8FN2O6S", "method": "wB97M-V/def2-TZVPD", "species": ["S", "F", "O", "O", "O", "O", "O", "O", "N", "N", "C", "C", "C", "C", "C", "C", "C", "C", "C", "H", "H", "H", "H", "H", "H", "H", "H"], "positions_angstrom": [[0.99528, 0.34815, 0.79786], [1.84901, -0.90900, 0.80917], [-1.95927, -1.21561, 4.58645], [-9.16248, 2.25513, 1.65270], [-3.33981, 0.15343, 5.56482], [-9.19300, 2.73961, 3.76996], [0.99238, 1.15735, 2.03877], [0.90283, 1.03485, -0.51262], [-8.69252, 2.16896, 2.79487], [-3.02686, -0.57479, 4.60966], [-6.99517, 0.58312, 1.96978], [-0.57227, -0.52781, 0.87403], [-1.66651, 0.18964, 0.84274], [-5.66030, 0.74545, 4.39157], [-5.10483, -0.03448, 3.35175], [-7.49664, 1.37030, 2.99838], [-5.83571, -0.11979, 2.13917], [-6.82778, 1.42847, 4.21084], [-3.88626, -0.68637, 3.49652], [-5.46774, -0.74509, 1.34310], [-7.25060, 2.03237, 4.99832], [-5.14659, 0.80096, 5.33537], [-1.60818, 1.26212, 0.78887], [-3.53635, -1.31432, 2.70474], [-0.55826, -1.59850, 0.93388], [-7.54298, 0.54147, 1.04218], [-2.64231, -0.25503, 0.87159]], "forces_ev_per_a": [[-6.637, 3.889, 0.209], [2.112, -0.531, -0.022], [-0.039, 0.042, 0.041], [0.259, -0.106, 0.756], [0.602, -0.214, 0.247], [0.281, -0.308, -0.641], [1.930, -1.897, -2.737], [2.122, -1.484, 2.519], [-0.076, -0.007, -0.071], [-0.800, -0.268, -1.319], [-0.236, -0.003, -0.414], [0.817, -0.061, -0.033], [-0.163, 0.309, -0.057], [-0.469, 0.354, 0.296], [0.080, 0.265, 0.549], [-0.567, 0.453, -0.198], [-0.057, 0.053, 0.186], [-0.292, 0.207, 0.205], [0.931, -0.177, 0.680], [0.102, -0.121, -0.196], [0.020, 0.034, 0.110], [-0.131, 0.040, -0.154], [-0.106, 0.290, 0.003], [0.412, -0.290, 0.017], [0.146, -0.309, 0.084], [-0.026, -0.024, -0.130], [-0.218, -0.138, 0.071]], "fmax_ev_per_a": 7.70, "e_above_lowest_kcal_mol": 0.00, "homo_energy_ev": -3.93, "lumo_ev": 2.367, "gap_ev": 6.29, "charge": -1}

---

# 3
{"formula": "C4H8NO3", "method": "wB97M-V/def2-TZVPD", "species": ["O", "O", "O", "N", "C", "C", "C", "C", "H", "H", "H", "H", "H", "H", "H", "H"], "positions_angstrom": [[0.23052, 1.31374, -0.86975], [-1.77538, 0.60604, -1.06755], [1.62431, -2.29713, 2.19718], [1.40510, -0.44413, 0.87067], [-0.34513, -0.98845, 2.54850], [0.97530, -1.34805, 1.85310], [-0.68495, 1.13992, -3.10769], [-0.77081, 1.12368, -1.59326], [-0.35359, 0.14444, -3.40751], [0.04198, -0.12227, 3.07670], [2.21742, 0.10478, 1.14836], [-1.67441, 1.15298, -3.54900], [0.89103, 0.29760, 0.37967], [-1.14382, -0.70110, 1.86389], [0.05880, 1.82651, -3.50617], [-0.69640, -1.80856, 3.16286]], "forces_ev_per_a": [[-1.557, 0.591, -0.245], [-0.937, -0.041, 1.270], [0.571, -0.017, 0.106], [1.252, 1.189, -0.202], [0.763, -0.303, -0.955], [-1.494, 0.397, -0.378], [-0.240, -0.544, 0.357], [2.724, -0.486, -2.163], [0.315, -0.178, 0.372], [-0.784, 0.227, 0.662], [0.567, -1.084, 0.020], [-0.166, 0.751, -0.175], [-1.018, -1.173, 0.931], [0.202, 0.234, -0.076], [-0.374, 0.330, 0.154], [0.176, 0.109, 0.321]], "fmax_ev_per_a": 3.51, "e_above_lowest_kcal_mol": 22.31, "s2": 0.757, "homo_energy_ev": [-9.45, -9.45], "lumo_ev": [0.487, -3.944], "gap_ev": [9.94, 5.50], "multiplicity": 2, "charge": 0}